Computed, not measured: an isolated ion of composition C4H8O2 and charge -2, with ωB97M-V with the def2-TZVPD basis set.

Summary:
- E_LUMO (hartree) = 0.2771
- highest occupied orbital energy (eV) = 1.408
- calculated total energy (Eh) = -307.4892
- energy relative to the best compared isomer or geometry (same formula, charge and spin) (kcal per mole) = 36.9
- SMILES = [O-]CCCC[O-]
- net charge = -2
- orbital gap (eV) = 6.13

Each line ends with the Löwdin charge.
Cartesian coordinates (Å):
O  1.78  -2.31  0.87  -0.425
O  -1.81  2.01  -1.22  -0.405
C  0.16  -0.55  0.68  -0.234
C  -0.09  0.60  -0.28  -0.234
C  1.31  -1.39  0.08  -0.642
C  -1.39  1.56  -0.09  -0.620
H  -0.22  0.30  -1.32  0.074
H  0.79  1.20  -0.37  0.062
H  -0.70  -1.23  0.75  0.094
H  -2.30  1.13  0.42  0.056
H  1.12  -2.09  -0.79  0.074
H  0.48  -0.13  1.58  0.071
H  -1.06  2.56  0.43  0.052
H  2.19  -0.68  -0.21  0.076